[1]
Formula: C40H56BBrCl2F6N2O8
Source: the Open Molecules 2025 dataset
Level of theory: ωB97M-V with the def2-TZVPD basis set

XYZ file:
```
116
Properties=species:S:1:pos:R:3:forces:R:3:mulliken_charge:R:1
C 5.01597 -3.09310 2.82090 -0.168 0.434 -0.548 -0.715
C 5.80455 -3.36806 1.44827 -0.199 -0.910 -0.089 -0.486
C 4.86369 -3.54596 0.15820 0.292 0.007 -0.037 -0.776
C 3.74706 -2.40498 -0.02789 -0.289 0.144 -0.779 -0.059
C 4.15674 -1.34799 -1.18463 0.125 -0.416 0.018 -0.816
C 3.32265 -1.61091 -2.55368 0.890 1.415 0.051 -0.833
C 1.88267 -0.87488 -2.54335 0.551 -0.360 0.102 -0.122
C 0.64753 -1.86999 -2.19991 0.695 0.528 -0.069 -0.466
C -0.34717 -1.96925 -3.46902 -0.104 0.042 1.024 -0.661
C -1.87883 -2.25203 -3.06618 0.231 -0.716 -0.417 -0.554
C -2.89398 -1.74574 -4.25059 -0.094 0.387 1.773 -0.974
C -4.02219 -0.87099 -3.48244 -1.245 -0.265 0.274 0.038
C -5.20219 -1.47467 -2.92067 3.043 1.178 -1.108 0.674
N -5.32748 -2.92774 -3.07670 -1.087 2.082 0.798 -0.171
C -6.51273 -3.50257 -2.37365 -0.447 -1.473 -0.347 -0.746
C -6.41393 -3.50305 -0.77591 -1.404 0.512 0.104 0.055
C -7.47873 -4.57596 -0.16856 -0.150 1.585 0.429 -0.518
C -7.60164 -4.37326 1.44417 0.009 -0.405 -0.458 -0.893
C -6.20497 -0.51005 -2.16156 -1.692 0.843 0.459 -0.357
O -7.45669 -0.56748 -2.17152 4.136 -0.326 -0.202 -0.517
C -5.51972 0.70169 -1.33752 1.412 1.724 1.581 0.887
C -6.10197 1.19144 0.03184 3.732 1.590 -2.266 -0.893
Br -7.70094 0.38731 0.89547 1.767 0.825 -1.053 -0.147
C -5.32671 2.37011 0.74497 0.158 -1.254 -2.009 0.843
C -5.91967 2.84108 2.15832 0.466 0.662 -0.301 -1.441
B -5.33496 1.97009 3.40744 1.128 -0.220 1.299 0.781
O -4.61212 2.73109 4.42512 -0.742 -1.978 -1.602 -0.583
O -5.44987 0.53893 3.53982 1.151 2.184 0.198 -0.536
C -4.03203 3.00469 0.11477 -1.836 -1.279 -0.457 0.700
C -3.35103 4.16422 0.97954 2.006 -0.885 2.056 -0.703
Cl -3.68738 5.95309 0.69061 0.033 -2.334 -0.133 -0.189
C -2.45404 3.88385 2.06228 -1.831 -0.205 -1.957 0.505
C -2.02649 2.40773 2.48634 0.892 0.491 0.481 -1.095
Cl -1.73350 5.25369 3.06915 -0.896 -2.018 -1.278 -0.199
C -3.44777 2.52522 -1.27313 -2.641 -0.575 2.777 0.210
N -2.26570 3.16942 -1.84358 -0.284 -3.804 -0.673 -0.512
C -1.22882 2.35352 -1.91374 0.142 -0.145 0.004 0.345
C -0.82893 1.37826 -0.67710 0.645 0.601 -0.742 -0.105
C -0.23254 2.27030 -3.18588 0.396 0.529 0.736 -0.467
C -4.21853 1.35102 -1.94800 -0.597 0.591 1.558 0.819
C -3.72098 0.71079 -3.34671 -0.347 0.463 -0.699 -0.172
O -3.18478 1.37291 -4.26587 -1.428 -2.317 3.142 -0.585
H 4.02253 -3.67857 2.90568 1.663 0.724 -0.323 0.271
H 4.72172 -1.97648 2.82500 0.562 -1.742 0.416 0.237
H 5.67447 -3.37706 3.71237 -0.993 0.718 -1.252 0.144
H 6.39000 -4.35611 1.58161 -0.796 1.572 -0.322 0.321
H 6.57320 -2.55459 1.20935 -1.094 -0.987 0.636 0.205
H 4.40261 -4.60530 0.15142 0.571 1.737 0.179 0.348
H 5.55442 -3.49495 -0.76270 -1.056 -0.214 1.290 0.331
H 3.51682 -1.81006 0.92585 0.357 -1.200 -1.240 0.286
H 2.77614 -2.91332 -0.40088 1.442 0.865 0.901 -0.001
H 3.99672 -0.26409 -0.83094 0.072 -1.600 -0.614 0.324
H 5.29731 -1.44336 -1.36398 -1.837 0.124 0.110 0.408
H 3.93090 -1.09605 -3.38897 -0.874 -0.947 1.151 0.338
H 3.26917 -2.72717 -2.80041 -0.060 1.530 0.421 0.335
H 1.95773 0.00184 -1.79114 -0.197 -1.438 -1.125 -0.088
H 1.74919 -0.39260 -3.57368 -0.017 -0.760 1.406 0.359
H 0.13454 -1.47225 -1.24954 0.467 -0.695 -1.521 0.208
H 1.12765 -2.88627 -1.93173 -1.077 1.492 -0.472 0.455
H 0.06446 -2.82397 -4.12875 -0.810 1.600 0.693 0.187
H -0.32785 -0.95311 -4.00984 0.159 -1.611 0.631 0.257
H -2.00112 -3.38785 -2.95223 0.034 1.663 0.023 0.317
H -2.17086 -1.77896 -2.05247 0.621 -0.595 -1.670 0.284
H -3.32866 -2.67327 -4.75362 0.565 1.571 0.447 0.318
H -2.26118 -1.10513 -4.95709 -1.370 -0.836 0.816 0.471
H -5.28739 -3.17264 -4.07376 -0.154 0.078 0.684 0.316
H -6.57700 -4.61405 -2.69551 0.230 1.728 0.441 0.454
H -7.46164 -3.01097 -2.78895 1.105 -0.652 1.130 0.261
H -5.36049 -3.64327 -0.35824 -1.335 -0.095 -0.865 0.288
H -6.78540 -2.47964 -0.37779 0.702 -1.547 -0.617 -0.100
H -8.51576 -4.28121 -0.58606 1.667 -0.702 0.386 0.251
H -7.24543 -5.65101 -0.46714 -0.185 1.471 0.469 0.359
H -6.65220 -3.93315 1.90259 -1.175 -0.710 -0.714 0.228
H -7.78597 -5.40732 1.89149 0.141 1.550 -0.296 0.305
H -8.46244 -3.65902 1.72254 1.308 -1.214 -0.533 0.232
H -5.63795 3.94949 2.33193 -0.328 -1.832 -0.269 0.243
H -7.05881 2.79532 2.22340 1.470 -0.091 -0.609 0.541
H -4.05416 2.13399 4.96660 -0.673 0.609 -0.173 0.238
H -4.79865 0.20482 4.20651 -1.027 0.338 -0.745 0.253
H -2.32348 2.15483 3.57388 0.336 0.675 -1.840 0.200
H -2.41450 1.59529 1.78820 0.267 1.367 0.851 0.189
H -0.87020 2.34446 2.47415 -1.822 0.181 -0.027 0.418
H -1.58670 0.54577 -0.49852 0.964 1.213 -0.086 0.239
H -0.70062 2.08654 0.22333 -0.549 -1.258 -1.335 -0.119
H 0.22120 0.93164 -0.86350 -1.881 0.581 0.174 -0.033
H 0.24135 3.28361 -3.44027 -0.758 -1.373 0.454 0.307
H 0.60566 1.52426 -2.95400 -1.213 1.233 -0.246 -0.122
H -0.75135 1.90073 -4.13176 0.191 0.594 1.512 0.180
C 2.48553 7.46928 -3.66681 -0.173 -0.283 -0.181 -1.096
C 3.95831 7.24217 -3.38767 -0.288 0.767 0.042 -0.196
O 4.25579 5.83774 -3.33705 0.396 -0.915 -0.548 -0.323
C 4.42939 5.22747 -4.52743 -0.360 1.934 0.068 0.354
O 4.34660 5.78270 -5.59229 0.180 -0.931 0.550 -0.505
C 4.78540 3.75683 -4.32665 0.364 -1.997 0.135 0.893
F 4.00315 3.15644 -3.40473 0.052 0.550 -0.248 -0.241
F 6.05897 3.60024 -3.90627 -0.381 0.527 -0.135 -0.258
F 4.66592 3.03263 -5.45424 -0.083 0.783 0.294 -0.246
H 1.86992 6.93666 -2.93710 0.095 0.142 0.048 0.292
H 2.24419 8.53317 -3.62481 0.062 -0.075 0.026 0.372
H 2.20847 7.09071 -4.65345 0.092 0.125 0.031 0.314
H 4.21334 7.65271 -2.40809 0.077 -0.371 -0.028 0.315
H 4.59106 7.74716 -4.12273 -0.066 -0.283 -0.041 0.317
C 7.57294 0.39883 7.86461 -0.348 -0.066 -0.124 -1.088
C 8.51484 -0.78855 7.90156 0.326 0.734 0.026 -0.197
O 7.78022 -2.01698 8.02079 -0.439 -0.889 -0.539 -0.332
C 7.26717 -2.51163 6.87571 1.070 1.634 -0.025 0.412
O 7.38817 -1.98961 5.79747 -0.404 -0.830 0.574 -0.503
C 6.55708 -3.83718 7.13707 -1.091 -1.716 0.339 0.839
F 5.76539 -3.79451 8.22900 0.398 0.395 -0.347 -0.250
F 7.43207 -4.84489 7.34171 0.067 0.656 -0.144 -0.266
F 5.77038 -4.21649 6.11314 0.535 0.585 0.233 -0.213
H 6.90979 0.38985 8.73364 0.173 0.027 0.016 0.301
H 8.13315 1.33587 7.85586 0.002 -0.099 0.019 0.364
H 6.93563 0.36883 6.97778 0.157 0.023 0.004 0.308
H 9.15697 -0.71987 8.78252 -0.202 -0.320 -0.011 0.312
H 9.17037 -0.81113 7.02666 -0.246 -0.155 -0.003 0.309
```
Positions in Å, forces in eV/Å.

## Properties
**SMILES**: CCCCCCCCCCCC1=C(NCCCC)C(=O)c2c(Br)c(CB(O)O)c(/C(Cl)=C(\C)Cl)c(N=C(C)C)c2C1=O.CCOC(=O)C(F)(F)F.CCOC(=O)C(F)(F)F
**LUMO**: -1.1307 eV
**Orbital gap**: 7.29 eV
**Multiplicity**: 1
**Calculated total energy**: -6387.346494 a.u.
**HOMO energy**: -8.4 eV
**Largest force on an atom**: 4.647 eV/Å
**ΔE to the lowest compared entry with this formula, charge and spin**: 274.1 kcal per mole

[2]
Formula: C40H56CaN7O2PS
Source: the Open Molecules 2025 dataset
Level of theory: ωB97M-V with the def2-TZVPD basis set

XYZ file:
```
108
Properties=species:S:1:pos:R:3:forces:R:3:mulliken_charge:R:1
Ca 0.43013 1.33958 0.07101 0.912 -0.401 0.915 2.113
C -2.90330 3.07937 1.99956 0.119 -0.050 0.091 -0.357
O -3.28735 2.65113 0.67813 0.192 -0.094 -0.050 -0.619
C -2.61230 1.64128 0.12866 -0.461 -0.144 0.184 -0.126
O -1.62531 1.09467 0.62475 -1.429 0.397 -0.058 0.125
N -3.22274 1.25436 -1.00845 0.166 0.032 0.012 -0.139
N -2.88693 0.04072 -1.59504 0.061 -0.132 -0.123 -0.301
H -3.71260 3.71394 2.34717 -0.033 -0.032 -0.060 0.310
H -1.96722 3.62639 1.97581 0.085 0.046 -0.065 0.076
H -2.78354 2.21594 2.65369 -0.026 -0.011 -0.043 0.007
H -4.04775 1.75692 -1.29281 -0.110 0.026 0.093 0.243
H -2.89685 0.12157 -2.60395 0.112 0.036 -0.099 0.233
H -3.55816 -0.66949 -1.32502 -0.033 -0.040 0.024 0.290
C -4.48651 -1.81274 3.67684 -0.001 0.151 -0.009 -1.581
C -3.93106 -0.78673 2.67938 -0.089 -0.116 -0.039 0.057
C -4.87298 -0.64811 1.48207 0.109 0.059 0.098 -1.383
C -2.51494 -1.16889 2.30866 -0.005 -0.060 0.041 0.541
C -2.22962 -2.00772 1.24292 0.019 0.005 0.044 -0.365
C -0.93193 -2.42766 0.97137 0.071 -0.088 -0.027 0.718
C -0.71210 -3.46583 -0.11586 -0.114 0.003 -0.090 0.939
C -1.21933 -4.84100 0.33489 0.088 0.032 -0.011 -1.477
C -1.36995 -3.08341 -1.44767 0.058 0.041 0.163 -1.597
C 0.12142 -1.98527 1.78903 -0.078 0.069 0.055 0.072
C -0.15886 -1.17941 2.90767 0.065 0.070 -0.059 0.861
C -1.46592 -0.76249 3.12197 -0.011 -0.015 0.020 -0.338
C 0.89409 -0.88121 3.96017 -0.091 0.016 0.120 1.435
C 0.87074 0.56720 4.45351 -0.005 -0.121 -0.080 -1.814
C 0.71528 -1.82747 5.15535 0.081 0.004 -0.066 -1.556
C 1.46658 -2.63399 1.64831 0.057 -0.194 0.109 -0.343
C 1.54791 -3.87890 2.28398 0.050 -0.027 0.010 -0.592
C 2.68562 -4.66083 2.23851 0.004 -0.006 -0.013 -1.465
C 3.78223 -4.21021 1.52283 0.015 -0.014 -0.015 -1.449
C 3.72392 -2.97844 0.89736 0.027 -0.085 0.003 -0.963
C 2.59127 -2.15717 0.95248 -0.049 0.144 -0.004 0.621
P 2.66479 -0.48998 0.15109 0.994 -0.577 -0.129 1.352
C 4.13950 0.35527 1.01081 -0.158 0.043 0.047 2.396
C 4.44925 1.65515 0.25512 -0.062 -0.075 0.022 -2.023
C 5.44375 -0.41984 1.20315 -0.060 -0.020 -0.026 -1.991
C 3.61130 0.71572 2.40535 -0.020 -0.081 -0.036 -1.909
C 3.08757 -0.85788 -1.67015 -0.085 0.091 0.113 2.203
C 3.12187 0.47391 -2.43862 0.012 -0.050 0.056 -1.566
C 1.89411 -1.67459 -2.17439 0.002 -0.015 0.043 -1.706
C 4.37661 -1.61025 -2.00164 -0.102 0.029 -0.023 -1.995
H -5.47826 -1.51261 4.02107 -0.004 -0.047 0.022 0.461
H -3.82788 -1.90680 4.54090 -0.037 -0.002 0.023 0.331
H -4.56522 -2.79511 3.20657 0.003 0.002 -0.018 0.315
H -3.89342 0.18305 3.18668 0.067 -0.008 0.006 0.251
H -5.12917 -1.62347 1.06415 0.010 0.003 -0.040 0.317
H -4.42295 -0.03469 0.69942 -0.114 -0.070 0.042 0.107
H -5.80108 -0.16709 1.79292 -0.038 -0.039 -0.021 0.465
H -3.03338 -2.38439 0.61984 -0.006 0.041 -0.003 0.520
H 0.35997 -3.56148 -0.27531 0.091 0.063 -0.088 -0.247
H -2.27651 -4.79279 0.60392 -0.004 -0.006 -0.004 0.265
H -0.66180 -5.21257 1.19591 -0.054 0.005 -0.004 0.286
H -1.10584 -5.56098 -0.47808 -0.018 -0.023 0.017 0.472
H -2.44187 -3.29640 -1.42575 -0.008 0.012 -0.028 0.424
H -0.93575 -3.65816 -2.26670 -0.043 -0.007 -0.008 0.473
H -1.24832 -2.02219 -1.65630 0.024 0.041 -0.097 -0.017
H -1.68204 -0.12580 3.97468 -0.003 -0.021 0.004 0.457
H 1.87453 -1.07990 3.52701 -0.144 -0.051 0.015 -0.801
H 0.03212 0.74041 5.13094 -0.010 0.015 -0.009 0.528
H 0.79196 1.26885 3.62635 0.026 0.002 0.077 0.227
H 1.78792 0.78641 5.00253 -0.017 0.025 0.031 0.436
H -0.27708 -1.70092 5.59291 -0.004 0.001 0.006 0.309
H 1.45860 -1.60558 5.92397 -0.011 -0.007 0.009 0.468
H 0.82986 -2.87188 4.86618 -0.016 -0.035 -0.016 0.291
H 0.67728 -4.23846 2.81838 -0.003 0.043 0.024 0.995
H 2.71443 -5.61566 2.74809 -0.023 0.003 -0.009 0.404
H 4.68036 -4.81053 1.45348 0.004 0.017 -0.003 0.455
H 4.59299 -2.65380 0.35142 0.001 0.055 0.030 0.858
H 5.08060 1.46922 -0.61374 -0.021 0.019 0.004 0.329
H 4.99283 2.33127 0.91921 0.005 -0.008 0.021 0.580
H 3.54055 2.16609 -0.06785 0.045 0.077 -0.011 0.226
H 5.85420 -0.80519 0.27157 0.036 -0.006 0.023 0.214
H 5.32375 -1.24194 1.90705 0.029 -0.012 -0.008 0.428
H 6.18211 0.26741 1.62555 -0.009 0.013 0.010 0.531
H 2.71995 1.34305 2.35225 0.040 0.028 0.038 0.000
H 4.37779 1.26999 2.95372 0.018 0.015 -0.028 0.694
H 3.37858 -0.18350 2.97983 0.113 0.092 -0.057 0.301
H 2.32375 1.15024 -2.13094 0.008 0.070 -0.041 -0.147
H 2.99594 0.27568 -3.50571 -0.026 -0.003 -0.002 0.616
H 4.07273 0.98652 -2.31333 -0.031 0.030 0.003 0.246
H 0.94674 -1.18298 -1.93534 -0.061 -0.060 -0.055 -0.142
H 1.89010 -2.67280 -1.73650 -0.073 -0.038 0.062 0.309
H 1.94682 -1.78672 -3.26034 0.013 0.055 0.000 0.659
H 5.25731 -1.09296 -1.62372 0.032 -0.045 -0.023 0.337
H 4.46573 -1.65052 -3.09095 0.016 -0.011 -0.003 0.502
H 4.36592 -2.63783 -1.64253 0.025 0.020 -0.009 0.338
N -0.19221 1.59565 -2.04274 -0.380 -0.003 -1.328 -0.771
C -0.21573 1.18295 -3.13032 0.038 0.120 0.165 0.028
C -0.26855 0.65757 -4.40409 -0.018 -0.066 -0.128 0.336
C 0.80537 0.82397 -5.30479 0.161 0.007 -0.062 0.062
N 1.69796 0.94100 -6.02684 -0.005 0.033 0.042 -0.601
C -1.40813 -0.10232 -4.74143 -0.268 -0.075 0.021 0.204
N -2.37841 -0.69684 -4.94443 0.050 0.020 0.056 -0.626
C 0.71495 7.60599 -0.37136 -0.002 -0.066 0.027 -1.266
C 0.98586 6.13362 -0.43094 0.043 -0.130 -0.045 0.948
C 1.51608 5.54359 -1.58556 0.007 -0.090 0.088 -1.304
C 1.70963 4.18273 -1.54808 0.056 0.109 -0.182 -0.086
N 1.43664 3.44417 -0.47231 0.053 0.468 -0.009 0.160
C 0.95929 4.09562 0.61791 0.309 0.373 -0.304 0.474
S 0.67748 3.15791 2.01356 -0.036 0.043 0.786 -0.794
N 0.71301 5.41905 0.65086 -0.036 0.105 -0.123 -0.586
H 1.65690 8.15368 -0.30207 -0.009 0.011 -0.020 0.285
H 0.11626 7.83070 0.50738 -0.012 0.024 -0.016 0.336
H 0.19948 7.93494 -1.27379 0.007 0.052 0.013 0.361
H 1.74630 6.12322 -2.46739 0.012 -0.003 -0.004 0.389
H 2.10638 3.65350 -2.40964 -0.070 -0.026 0.002 0.447
```
Positions in Å, forces in eV/Å.

## Properties
**LUMO**: 0.4813 eV
**Orbital gap**: 8.40 eV
**Multiplicity**: 1
**Calculated total energy**: -3508.874372 a.u.
**HOMO energy**: -7.9 eV
**Largest force on an atom**: 1.484 eV/Å

> Number 1 is which compound?

C40H56BBrCl2F6N2O8

> What is the formula in the first record?

C40H56BBrCl2F6N2O8